No. 1
15
Properties=species:S:1:pos:R:3 method="wB97M-V/def2-TZVPD" e_above_lowest_kj_mol=307.4 lumo_ev=-5.58 energy_ha=-270.71959 charge=+1 e_homo_ev=-13.23
C -0.919 -1.571 -0.228
C -0.038 -0.268 -0.762
C 0.954 1.661 0.210
C -1.522 -2.504 -1.188
C 1.251 2.312 1.524
O 0.399 0.544 0.253
H -0.949 -1.538 0.905
H 0.292 -0.091 -1.820
H 1.415 2.334 -0.584
H -0.986 -2.667 -2.075
H -1.615 -3.338 -0.501
H -2.474 -2.119 -1.359
H 1.616 3.313 1.515
H 0.481 2.184 2.183
H 2.096 1.749 1.927

=====

No. 2
17
Properties=species:S:1:pos:R:3 method="wB97M-V/def2-TZVPD" e_above_lowest_kj_mol=44.8 lumo_ev=3.78 energy_ha=-421.69018 charge=-1 e_homo_ev=-4.78
O 0.799 -0.709 1.065
C 0.545 -0.797 -0.156
O -0.179 -1.654 -0.707
C 1.162 0.281 -1.095
C 0.315 1.563 -1.146
C -0.710 1.803 -0.026
C -1.470 2.878 -0.064
H 1.151 -0.199 -2.066
H 2.205 0.443 -0.811
H -0.295 1.499 -2.038
H 0.900 2.484 -1.195
H -0.779 0.990 0.691
H -1.368 3.652 -0.816
H -2.219 3.135 0.685
H 0.056 -2.143 2.045
H -0.612 -2.910 0.985
O -0.407 -2.999 1.937

=====

No. 3
20
Properties=species:S:1:pos:R:3 method="wB97M-V/def2-TZVPD" e_above_lowest_kj_mol=0.0 lumo_ev=3.08 energy_ha=-1293.29840 charge=-1 smiles="CSC[C@@H](C)C(=O)S(=O)(=O)[O-]" e_homo_ev=-5.38
C -0.158 -0.294 -1.803
C -2.121 -1.329 0.066
C 0.607 0.042 -0.463
C -0.162 0.985 0.406
C 1.974 0.644 -0.741
O 0.410 -0.823 2.227
O 1.377 1.421 2.403
O -1.037 1.012 2.804
O -1.015 1.763 0.079
S -1.633 -1.454 -1.629
S 0.167 0.612 2.144
H -0.472 0.647 -2.208
H 0.606 -0.649 -2.521
H -2.517 -2.280 0.354
H -2.708 -0.501 0.384
H 0.678 -0.879 0.192
H 1.976 1.669 -1.309
H 2.604 -0.102 -1.202
H 2.499 0.818 0.317
H -1.077 -1.302 0.502

=====

No. 4
20
Properties=species:S:1:pos:R:3 method="wB97M-V/def2-TZVPD" e_above_lowest_kj_mol=147.1 lumo_ev="0.19 / -2.68" energy_ha=-647.02808 e_homo_ev="-10.14 / -10.26" spin_multiplicity=2
C -1.498 -1.012 -1.079
C -0.837 -0.205 -0.004
C -1.749 0.922 0.639
O -2.104 1.972 0.118
C 0.454 0.440 -0.559
C 1.364 1.505 0.684
O 2.585 1.610 0.324
O 1.282 -0.504 -1.021
O 2.180 -0.913 0.080
O -0.412 -0.952 1.112
O -0.017 -2.266 0.604
H -1.834 -0.349 -1.892
H -0.791 -1.742 -1.451
H -2.370 -1.511 -0.652
H -2.026 0.601 1.656
H 0.247 1.140 -1.397
H 0.859 2.474 0.486
H 0.984 0.972 1.604
H 2.730 -0.072 0.168
H 0.952 -2.110 0.581

=====

No. 5
21
Properties=species:S:1:pos:R:3 method="wB97M-V/def2-TZVPD" e_above_lowest_kj_mol=282.2 lumo_ev="0.58 / 0.49" energy_ha=-722.18293 e_homo_ev="-7.13 / -9.75" spin_multiplicity=2
H -0.462 2.073 1.651
C -1.925 -0.936 0.485
O -2.913 -1.482 0.799
C -0.449 -1.167 0.233
C 0.440 -0.101 -0.449
C 1.902 -0.363 -0.093
C 0.299 -0.045 -1.974
O 0.582 1.303 -2.334
O 0.933 1.335 -3.790
O 0.072 1.226 -0.040
O 0.187 1.349 1.434
O 0.040 -1.432 1.547
O -0.962 -1.039 2.565
H -0.361 -2.130 -0.291
H 2.170 -1.408 -0.257
H 2.546 0.282 -0.696
H 2.025 -0.111 0.956
H 0.969 -0.728 -2.530
H -0.741 -0.234 -2.293
H 1.452 2.169 -3.801
H -0.677 -1.558 3.360

=====

No. 6
16
Properties=species:S:1:pos:R:3 method="wB97M-V/def2-TZVPD" e_above_lowest_kj_mol=182.3 lumo_ev=3.55 energy_ha=-669.33910 charge=-1 e_homo_ev=-3.32
C 3.103 0.148 0.404
C -0.720 -0.533 -1.371
C -0.369 0.094 1.174
C -2.396 0.550 -0.143
C -1.196 0.016 -0.090
O 2.825 0.152 1.606
S 3.856 -0.939 -0.639
H 0.393 -0.698 -1.318
H -1.147 0.007 -2.313
H -1.222 -1.489 -1.482
H 0.463 0.756 0.982
H 0.229 -0.797 1.510
H -0.987 0.433 2.023
H -2.684 0.788 0.860
H 2.800 1.062 -0.209
H -2.947 0.448 -0.995

=====

No. 7
17
Properties=species:S:1:pos:R:3 method="wB97M-V/def2-TZVPD" e_above_lowest_kj_mol=0.0 lumo_ev=2.72 energy_ha=-1531.01070 charge=-1 smiles="O=C(O)C(F)(F)C(F)(F)C(F)(F)/C([O-])=N/Cl" e_homo_ev=-3.22
O -1.694 -0.579 -0.986
C -1.026 -1.535 -0.718
O -1.331 -2.773 -1.162
C 0.247 -1.491 0.137
F -0.041 -1.955 1.376
F 1.135 -2.381 -0.405
C 0.959 -0.122 0.194
F 2.061 -0.359 0.966
F 1.378 0.142 -1.053
C 0.137 1.041 0.835
F -0.758 0.483 1.685
F 1.013 1.747 1.604
C -0.545 2.080 -0.130
O -1.745 2.221 0.058
N 0.240 2.657 -1.085
Cl 0.706 4.246 -0.543
H -0.735 -3.420 -0.773

=====

No. 8
21
Properties=species:S:1:pos:R:3 method="wB97M-V/def2-TZVPD" lumo_ev="2.47 / -0.84" energy_ha=-2779.23063 charge=-1 e_homo_ev="-3.87 / -6.03" spin_multiplicity=5
Ir -0.003 0.024 -0.004
S -5.921 4.054 1.379
C -4.576 3.113 1.070
S -4.493 1.377 1.395
C -2.829 1.147 0.821
C -2.196 2.273 0.352
S -0.569 2.181 -0.238
S -3.100 3.787 0.377
S -2.033 -0.404 0.843
N 2.823 -1.932 -0.657
C 1.729 -2.548 -0.121
N 1.737 -3.883 0.152
N 0.511 -4.084 0.652
N -0.198 -3.036 0.701
N 0.560 -1.999 0.203
C 2.902 -0.596 -0.962
N 4.001 -0.015 -1.493
N 3.628 1.269 -1.619
N 2.453 1.488 -1.225
N 1.929 0.293 -0.782
H 3.644 -2.508 -0.845

=====

No. 9
174
Properties=species:S:1:pos:R:3 method="wB97M-V/def2-TZVPD" e_above_lowest_kj_mol=432.2 lumo_ev=0.02 energy_ha=-3317.26456 e_homo_ev=-9.52
C 4.301 -14.446 21.103
C 3.349 -14.448 19.905
C 3.973 -13.346 19.102
O 5.387 -13.349 19.295
C 5.666 -14.239 20.402
H 4.314 -15.426 21.579
H 3.955 -13.747 21.865
H 2.314 -14.227 20.166
H 3.409 -15.339 19.281
H 3.551 -12.413 19.475
H 3.692 -13.431 18.052
H 6.359 -13.758 21.092
H 6.133 -15.133 19.988
C -0.449 -27.074 19.703
C 0.514 -26.985 20.833
C -0.270 -26.556 22.043
O -1.494 -27.250 21.831
C -1.733 -27.601 20.452
H -0.075 -27.789 18.971
H -0.499 -26.092 19.232
H 1.367 -26.360 20.569
H 0.951 -27.948 21.100
H -0.384 -25.482 22.191
H 0.206 -27.072 22.877
H -2.691 -27.140 20.215
H -1.791 -28.675 20.273
C 7.931 -21.112 8.304
C 8.216 -21.938 9.520
C 8.118 -20.927 10.620
O 6.952 -20.161 10.238
C 6.948 -20.089 8.790
H 7.566 -21.666 7.440
H 8.799 -20.564 7.936
H 9.133 -22.525 9.479
H 7.455 -22.683 9.754
H 9.027 -20.331 10.704
H 7.941 -21.550 11.497
H 7.336 -19.091 8.585
H 5.963 -20.111 8.323
C 9.133 -27.751 21.988
C 7.849 -28.012 22.681
C 8.093 -27.843 24.168
O 9.521 -28.162 24.302
C 10.182 -28.191 23.052
H 9.218 -26.672 21.862
H 9.128 -28.332 21.066
H 7.581 -29.055 22.512
H 7.064 -27.414 22.219
H 7.442 -28.406 24.837
H 8.016 -26.778 24.390
H 10.543 -29.204 22.875
H 11.021 -27.496 23.032
C 3.160 -20.888 26.807
C 3.554 -19.962 25.672
C 2.980 -20.735 24.457
O 3.373 -22.108 24.694
C 3.389 -22.306 26.133
H 2.106 -20.708 27.020
H 3.730 -20.768 27.729
H 4.629 -20.003 25.497
H 3.318 -18.910 25.831
H 3.356 -20.364 23.503
H 1.895 -20.626 24.430
H 4.409 -22.575 26.407
H 2.595 -23.005 26.397
C 1.279 -25.779 11.638
C 1.475 -24.506 10.875
C 1.715 -23.476 11.954
O 0.878 -23.894 13.053
C 0.812 -25.342 13.054
H 2.208 -26.325 11.797
H 0.583 -26.461 11.150
H 0.605 -24.290 10.254
H 2.328 -24.550 10.198
H 1.494 -22.463 11.617
H 2.783 -23.496 12.171
H -0.190 -25.730 13.237
H 1.545 -25.631 13.807
C 14.706 -21.775 17.929
C 15.086 -22.922 18.859
C 14.193 -24.091 18.479
O 13.204 -23.521 17.713
C 13.720 -22.437 16.965
H 15.547 -21.343 17.386
H 14.265 -20.916 18.434
H 15.070 -22.731 19.932
H 16.112 -23.241 18.673
H 13.728 -24.610 19.318
H 14.722 -24.888 17.957
H 12.910 -21.756 16.704
H 14.146 -22.829 16.042
C 6.546 -27.823 15.612
C 6.998 -26.722 14.762
C 8.472 -26.976 14.609
O 8.468 -28.412 14.390
C 7.559 -28.963 15.373
H 5.515 -28.106 15.404
H 6.574 -27.405 16.618
H 6.918 -25.747 15.242
H 6.462 -26.710 13.813
H 9.123 -26.767 15.458
H 8.969 -26.543 13.740
H 8.154 -29.272 16.232
H 7.105 -29.864 14.960
C -1.535 -14.568 10.455
C -1.479 -13.890 11.851
C -0.955 -15.113 12.649
O -0.396 -16.042 11.777
C -0.322 -15.520 10.456
H -1.408 -13.796 9.696
H -2.471 -15.123 10.386
H -2.475 -13.562 12.149
H -0.800 -13.037 11.872
H -1.810 -15.512 13.195
H -0.173 -14.712 13.294
H -0.345 -16.252 9.648
H 0.621 -14.980 10.374
C 12.612 -22.190 25.224
C 12.058 -21.078 24.280
C 13.009 -19.903 24.336
O 13.547 -20.070 25.678
C 13.761 -21.487 25.952
H 13.077 -23.010 24.678
H 11.869 -22.601 25.908
H 11.109 -20.744 24.701
H 11.801 -21.369 23.261
H 12.481 -18.968 24.149
H 13.823 -19.958 23.613
H 13.738 -21.658 27.029
H 14.769 -21.786 25.664
N 6.165 -11.797 10.570
C 6.159 -12.671 11.629
C 6.784 -12.380 12.825
C 7.382 -11.150 13.038
C 7.461 -10.254 11.974
C 6.809 -10.607 10.764
H 5.810 -13.652 11.341
H 6.822 -13.147 13.584
H 7.877 -10.915 13.969
H 7.868 -9.254 11.938
H 6.815 -10.018 9.859
N 6.226 -19.894 16.849
C 6.279 -20.837 17.770
C 5.150 -21.563 18.177
C 3.981 -21.361 17.495
C 3.915 -20.307 16.499
C 5.037 -19.576 16.262
H 7.214 -20.942 18.301
H 5.132 -22.279 18.985
H 3.053 -21.853 17.746
H 3.038 -19.964 15.971
H 5.007 -18.796 15.514
N 12.502 -15.036 18.332
C 12.034 -15.741 17.285
C 12.289 -15.401 15.951
C 13.155 -14.330 15.763
C 13.565 -13.542 16.822
C 13.265 -13.982 18.118
H 11.378 -16.556 17.552
H 11.784 -15.905 15.141
H 13.313 -14.011 14.744
H 14.048 -12.604 16.591
H 13.538 -13.356 18.954
N -3.888 -19.561 21.800
C -3.487 -20.548 20.964
C -2.873 -20.298 19.742
C -2.767 -18.968 19.296
C -3.117 -17.944 20.175
C -3.612 -18.279 21.440
H -3.682 -21.566 21.265
H -2.473 -21.064 19.094
H -2.198 -18.839 18.387
H -3.019 -16.890 19.961
H -3.854 -17.524 22.174